[1]
The following is a DFT calculation (ωB97M-V/def2-TZVPD) of a cluster of 2 separate species, C2H2ClFO2 in total in a non-equilibrium geometry.

XYZ file:
```
8
Properties=species:S:1:pos:R:3:forces:R:3:nbo_charge:R:1
C 1.131 0.758 0.311 1.386 -1.201 -0.689 0.63
C -1.068 -0.826 -0.412 1.559 1.333 4.799 0.36
O 1.514 -0.044 -0.574 -0.727 -0.383 -0.245 -0.71
O -0.007 1.009 0.668 -2.638 0.166 -0.386 -0.65
F -1.224 -1.123 0.904 -1.263 -0.457 -2.621 -0.27
Cl -2.307 -0.180 -1.238 -0.378 -0.265 -0.081 0.23
H 1.900 1.179 0.890 1.522 1.164 0.952 0.10
H 0.060 -0.773 -0.547 0.539 -0.357 -1.731 0.30
```
Positions in Å, forces in eV/Å.

Output
Energy above the lowest of the compared OMol25 structures with the same formula, charge and spin = 3.643 eV
Multiplicity = 1
E = -21437.7141 eV
Total charge = 0


[2]
The following is a DFT calculation (ωB97M-V/def2-TZVPD) of a structure of composition C46H38F4N3O3PTl.

XYZ file:
```
96
Properties=species:S:1:pos:R:3:forces:R:3:lowdin_charge:R:1
Tl 0.921 -0.383 -0.018 0.035 0.021 0.086 1.03
C -2.513 -4.787 -5.709 0.020 -0.002 -0.026 -0.10
C -1.289 -4.165 -5.911 -0.020 -0.005 0.001 -0.09
C -0.776 -3.301 -4.953 -0.011 0.001 0.015 -0.08
C -1.483 -3.041 -3.781 0.056 0.007 0.006 -0.38
C -2.722 -3.655 -3.600 -0.017 -0.009 -0.018 -0.12
C -3.230 -4.531 -4.548 -0.008 0.016 0.023 -0.10
P -0.918 -1.912 -2.446 -0.003 0.025 -0.026 1.10
C 0.526 -1.073 -3.202 -0.002 0.025 0.007 -0.42
C 1.793 -1.648 -3.326 -0.029 -0.024 -0.001 -0.11
C 2.851 -0.902 -3.820 0.023 0.011 0.007 -0.10
C 2.663 0.430 -4.178 -0.001 -0.009 -0.003 -0.08
C 1.411 1.011 -4.063 -0.020 -0.006 0.013 -0.06
C 0.349 0.256 -3.582 0.007 -0.012 -0.006 -0.10
C -0.080 -3.065 -1.286 0.013 -0.073 0.038 -0.41
C -0.199 -4.450 -1.388 -0.002 0.000 0.002 -0.10
C 0.375 -5.280 -0.434 -0.012 0.018 -0.011 -0.10
C 1.072 -4.728 0.628 0.010 -0.004 0.018 -0.09
C 1.201 -3.347 0.731 0.046 0.027 0.024 -0.11
C 0.629 -2.505 -0.213 -0.070 0.018 -0.186 -0.28
H -2.910 -5.463 -6.456 -0.001 0.001 0.001 0.09
H -0.729 -4.354 -6.818 -0.001 0.000 0.000 0.10
H 0.179 -2.821 -5.121 0.013 0.002 0.007 0.10
H -3.291 -3.442 -2.702 -0.005 -0.007 0.000 0.10
H -4.191 -5.004 -4.387 0.000 0.000 0.001 0.10
H 1.953 -2.671 -3.005 -0.005 -0.003 -0.001 0.11
H 3.833 -1.354 -3.905 -0.002 0.002 0.000 0.10
H 3.503 1.023 -4.522 0.002 0.002 -0.007 0.10
H 1.262 2.059 -4.290 0.003 0.012 -0.001 0.10
H -0.620 0.724 -3.451 0.014 0.004 -0.001 0.10
H -0.742 -4.890 -2.216 0.008 -0.002 0.001 0.09
H 0.275 -6.355 -0.524 0.000 -0.002 -0.006 0.09
H 1.518 -5.368 1.381 -0.004 0.001 0.000 0.10
H 1.735 -2.916 1.568 -0.011 -0.002 -0.004 0.09
C -2.683 1.652 6.708 0.002 0.000 0.004 -0.05
C -3.344 2.113 5.417 0.004 -0.004 0.002 -0.31
C -4.860 2.060 5.542 0.004 0.000 0.003 -0.16
C -5.513 2.617 4.290 -0.009 -0.003 0.000 -0.14
C -4.979 1.921 3.067 0.014 -0.002 -0.010 -0.14
C -5.717 1.876 1.905 -0.005 0.009 0.014 0.04
C -5.218 1.227 0.784 0.007 -0.006 -0.013 -0.26
F -5.978 1.219 -0.335 0.001 -0.006 0.004 0.05
C -4.003 0.605 0.790 -0.022 0.007 0.025 0.07
C -3.240 0.632 1.962 -0.001 -0.060 0.005 -0.04
C -1.918 -0.039 1.935 0.042 0.163 0.021 -0.31
O -1.569 -0.628 0.912 -0.015 -0.069 0.030 -0.04
C -1.152 0.089 3.150 -0.033 -0.053 -0.034 -0.01
C -1.706 0.730 4.210 -0.047 0.015 0.016 0.02
N -2.930 1.311 4.249 0.021 0.000 -0.003 0.02
C -3.717 1.293 3.099 -0.010 0.003 0.001 -0.07
C 0.255 -0.457 3.374 0.033 0.019 0.045 -0.61
O 0.611 -0.606 4.551 -0.022 0.020 -0.037 -0.01
O 0.958 -0.685 2.350 0.040 -0.025 0.031 -0.12
H -3.139 2.192 7.538 0.000 0.000 0.000 0.08
H -1.614 1.851 6.736 -0.001 0.001 -0.002 0.08
H -2.839 0.583 6.864 -0.002 0.000 -0.004 0.10
H -3.054 3.154 5.226 -0.003 0.001 -0.002 0.16
H -5.160 2.633 6.420 0.001 -0.001 0.000 0.12
H -5.164 1.021 5.703 -0.002 0.001 -0.001 0.13
H -5.309 3.690 4.222 0.002 0.000 0.001 0.13
H -6.598 2.505 4.331 0.001 0.003 -0.001 0.12
H -6.692 2.345 1.856 0.001 -0.001 -0.004 0.13
H -3.604 0.097 -0.079 -0.005 -0.001 0.002 0.13
H -1.114 0.764 5.111 0.014 -0.002 -0.004 0.12
F 8.271 -0.663 1.951 -0.001 0.010 0.006 0.13
C 7.514 0.423 1.675 0.001 0.010 -0.008 -0.58
F 8.128 1.072 0.671 -0.009 -0.003 0.011 0.13
F 7.577 1.217 2.759 0.006 -0.019 -0.017 0.14
C 6.103 0.036 1.336 0.035 0.004 -0.003 -0.12
C 5.221 -0.286 2.354 -0.053 -0.005 0.023 0.02
C 3.933 -0.671 2.011 0.055 -0.006 -0.011 -0.09
N 3.529 -0.750 0.745 -0.112 -0.016 -0.009 0.05
C 4.375 -0.421 -0.222 0.083 0.021 -0.010 -0.12
C 5.683 -0.027 0.019 -0.043 -0.001 0.003 0.01
H 5.511 -0.223 3.393 0.013 0.004 -0.004 0.12
H 3.181 -0.895 2.759 -0.005 -0.011 -0.010 0.10
H 3.987 -0.447 -1.235 -0.011 -0.017 0.031 0.09
H 6.335 0.247 -0.797 0.011 -0.003 0.007 0.12
C -1.213 2.025 -0.780 0.038 0.040 0.007 -0.09
C -0.088 2.759 -1.442 -0.024 -0.020 0.009 -0.26
C -0.369 3.785 -2.334 -0.018 0.012 0.003 -0.10
C 0.626 4.544 -2.937 -0.001 -0.023 0.014 -0.15
C 1.948 4.261 -2.598 0.010 0.012 -0.002 -0.11
C 2.276 3.239 -1.729 -0.005 0.000 -0.003 -0.25
C 3.710 2.917 -1.434 0.033 0.031 -0.020 -0.08
C 1.264 2.413 -1.130 0.057 -0.016 -0.046 -0.40
N 1.710 1.440 -0.310 -0.031 -0.023 0.027 -0.10
H -2.168 2.514 -0.986 0.000 0.000 -0.009 0.08
H -1.064 1.996 0.304 -0.016 -0.005 -0.027 0.07
H -1.307 0.981 -1.106 -0.005 -0.013 0.001 0.03
H -1.412 4.005 -2.548 0.002 0.002 -0.004 0.10
H 0.381 5.344 -3.624 0.000 0.001 0.000 0.07
H 2.753 4.846 -3.037 -0.003 0.000 0.000 0.09
H 4.378 3.645 -1.903 -0.007 -0.011 -0.015 0.07
H 3.958 1.916 -1.803 -0.011 0.014 -0.001 0.05
H 3.906 2.894 -0.359 -0.031 -0.015 0.015 0.07
```
Positions in Å, forces in eV/Å.

Output
Energy above the lowest of the compared OMol25 structures with the same formula, charge and spin = 0.000 eV
Multiplicity = 1
E = -83786.5440 eV
Total charge = -1


[3]
The following is a DFT calculation (ωB97M-V/def2-TZVPD) of a structure of composition C27H64ClFGaN3O3P in a non-equilibrium geometry.

XYZ file:
```
101
Properties=species:S:1:pos:R:3:forces:R:3:lowdin_charge:R:1
C 6.061 -1.953 3.771 -0.158 0.131 -0.035 -0.07
C 5.847 -1.227 2.441 0.254 -0.575 -0.109 -0.22
O 5.677 0.176 2.663 -0.076 0.656 -0.694 -0.07
C 6.041 0.999 1.641 2.258 -1.058 -1.021 -0.43
O 7.049 0.776 0.932 -2.753 0.547 1.675 0.05
C 5.108 2.162 1.456 0.466 0.291 0.113 -0.11
C 4.568 2.854 2.731 -0.322 0.208 -0.077 -0.27
C 3.042 2.700 2.917 0.399 -0.336 -0.231 -0.24
Ga 2.489 0.831 3.417 -0.133 0.208 0.023 0.32
F 2.868 -0.239 1.959 0.007 -0.087 -0.035 -0.33
P 3.680 0.239 5.395 -0.368 0.522 0.541 0.56
O 3.236 1.084 6.569 0.078 -0.125 -0.142 -0.60
C 0.497 0.520 3.689 0.103 -0.428 -0.342 -0.74
Cl -0.081 0.601 5.397 0.056 0.139 0.192 0.51
C -0.368 1.401 2.793 -0.109 0.006 -0.063 -0.36
C -0.579 0.737 1.435 0.101 0.068 -0.080 -0.12
H 6.219 -1.221 4.564 0.123 -0.120 -0.073 0.04
H 5.182 -2.539 4.048 0.110 0.030 -0.009 0.07
H 6.930 -2.614 3.727 -0.085 0.021 0.010 0.07
H 4.941 -1.576 1.938 0.028 0.115 0.102 0.11
H 6.692 -1.387 1.772 0.036 0.140 0.055 0.11
H 4.275 1.780 0.858 0.003 -0.073 0.051 0.11
H 5.667 2.876 0.844 -0.174 -0.097 -0.033 0.12
H 4.803 3.920 2.625 0.085 -0.050 0.080 0.09
H 5.099 2.511 3.620 0.054 -0.078 -0.014 0.09
H 2.679 3.413 3.661 -0.004 -0.021 0.018 0.05
H 2.581 2.956 1.955 -0.166 0.077 0.069 0.04
H 3.609 -1.156 5.690 0.185 -0.057 -0.097 -0.06
H 5.079 0.365 5.215 0.034 -0.195 -0.061 -0.06
H 0.300 -0.519 3.406 0.035 0.066 0.097 0.03
H -1.343 1.563 3.267 0.086 0.069 0.001 0.07
H 0.102 2.382 2.652 -0.186 0.012 0.077 0.09
H 0.339 0.724 0.851 0.169 -0.048 -0.056 0.06
H -1.342 1.253 0.849 0.046 0.069 -0.069 0.06
H -0.897 -0.302 1.557 -0.022 0.060 -0.041 0.06
C -2.980 -1.158 3.395 -0.023 0.090 -0.005 -0.08
C -3.646 -0.186 2.435 0.054 0.013 0.076 -0.27
N -4.039 -0.788 1.174 -0.142 0.046 -0.055 -0.20
C -4.393 0.185 0.160 0.063 0.113 -0.160 -0.26
C -5.632 1.061 0.392 -0.014 -0.014 -0.052 -0.08
C -4.890 -1.958 1.260 0.008 -0.156 0.031 -0.25
C -6.241 -1.818 1.977 -0.011 -0.033 -0.049 -0.08
H -2.151 -1.677 2.912 -0.019 -0.020 -0.012 0.08
H -2.581 -0.593 4.238 0.072 -0.061 0.065 0.05
H -3.674 -1.903 3.788 -0.017 0.003 -0.015 0.07
H -2.926 0.595 2.186 -0.146 0.004 0.072 0.08
H -4.477 0.315 2.960 -0.042 -0.041 -0.034 0.11
H -4.502 -0.339 -0.795 -0.021 -0.059 0.023 0.11
H -3.529 0.847 0.034 0.004 -0.016 0.058 0.10
H -6.560 0.506 0.254 -0.005 -0.019 0.040 0.05
H -5.637 1.885 -0.325 0.009 -0.001 -0.002 0.07
H -5.638 1.496 1.391 0.014 0.003 0.016 0.07
H -4.321 -2.747 1.759 0.024 0.026 0.040 0.10
H -5.054 -2.320 0.241 -0.019 0.032 -0.023 0.11
H -6.141 -1.274 2.917 0.027 0.000 0.015 0.07
H -6.636 -2.809 2.213 0.001 -0.006 -0.004 0.07
H -6.985 -1.308 1.367 0.014 0.054 0.017 0.05
C -1.457 -1.921 -1.119 0.009 0.066 -0.026 -0.07
C -2.039 -1.931 -2.523 -0.034 0.027 0.077 -0.27
N -1.196 -2.605 -3.496 -0.063 -0.009 -0.011 -0.20
C -1.594 -2.372 -4.869 0.034 0.067 -0.095 -0.26
C -2.959 -2.901 -5.332 0.026 -0.011 -0.050 -0.09
C -0.817 -3.963 -3.157 0.092 -0.109 0.051 -0.25
C -1.939 -4.982 -2.908 0.039 -0.030 -0.038 -0.08
H -0.451 -1.498 -1.117 0.015 -0.016 -0.020 0.08
H -2.087 -1.314 -0.469 0.000 -0.023 0.065 0.05
H -1.413 -2.921 -0.683 -0.003 -0.009 0.003 0.07
H -2.153 -0.897 -2.861 0.001 0.012 -0.029 0.12
H -3.058 -2.354 -2.478 0.009 0.006 -0.011 0.10
H -0.815 -2.782 -5.518 0.006 -0.031 0.004 0.11
H -1.575 -1.289 -5.027 -0.024 0.016 0.037 0.10
H -2.958 -3.983 -5.458 -0.006 -0.012 0.045 0.05
H -3.215 -2.461 -6.298 0.004 0.004 -0.001 0.07
H -3.752 -2.639 -4.631 0.000 0.013 0.016 0.06
H -0.190 -3.922 -2.265 -0.024 0.033 0.023 0.10
H -0.164 -4.330 -3.954 -0.021 0.002 -0.038 0.11
H -2.721 -4.571 -2.269 0.010 0.014 0.023 0.06
H -1.531 -5.859 -2.401 0.008 -0.004 -0.001 0.07
H -2.402 -5.326 -3.832 -0.040 0.043 0.000 0.05
C -0.863 3.702 -2.281 -0.014 0.026 0.040 -0.09
C 0.551 3.219 -1.996 -0.029 0.044 -0.100 -0.27
N 0.858 1.955 -2.640 -0.033 0.035 0.058 -0.19
C 2.075 1.330 -2.144 0.042 -0.063 0.056 -0.24
C 3.389 2.088 -2.345 0.114 -0.063 0.007 -0.08
C 0.667 1.933 -4.076 -0.044 -0.063 -0.162 -0.26
C 1.442 2.955 -4.921 -0.005 -0.052 -0.053 -0.08
H -1.590 2.930 -2.022 0.004 -0.022 -0.012 0.07
H -1.075 4.589 -1.683 -0.009 -0.003 0.005 0.07
H -1.005 3.971 -3.329 0.007 0.003 0.004 0.06
H 0.658 3.065 -0.923 0.047 -0.044 0.152 0.11
H 1.260 4.021 -2.262 -0.031 -0.019 0.002 0.10
H 2.151 0.337 -2.594 -0.019 0.021 -0.037 0.11
H 1.946 1.158 -1.073 -0.077 0.031 0.052 0.10
H 3.731 2.075 -3.380 -0.040 0.020 0.002 0.05
H 4.168 1.625 -1.738 0.017 0.010 -0.006 0.07
H 3.302 3.128 -2.026 0.022 0.003 0.014 0.07
H -0.400 2.063 -4.278 0.002 0.025 0.029 0.10
H 0.904 0.923 -4.420 0.030 -0.011 0.013 0.11
H 1.395 3.955 -4.486 -0.019 0.008 0.002 0.06
H 1.008 3.012 -5.921 0.000 -0.009 0.001 0.07
H 2.491 2.687 -5.034 0.005 0.030 0.045 0.05
```
Positions in Å, forces in eV/Å.

Output
Multiplicity = 1
E = -116557.5912 eV
Total charge = -1


[4]
The following is a DFT calculation (ωB97M-V/def2-TZVPD) of a structure of composition C29H34ClNO4 in a non-equilibrium geometry.

XYZ file:
```
69
Properties=species:S:1:pos:R:3:forces:R:3:nbo_charge:R:1
C -4.471 4.291 -1.080 -2.201 3.134 -4.368 -0.22
H -3.741 4.962 -1.687 -1.042 -1.234 0.690 0.16
O -4.217 3.000 -1.035 5.120 -5.069 2.491 -0.48
C -3.019 2.633 -0.196 -3.379 0.333 -3.501 0.20
C -2.758 1.352 -0.059 -1.395 -7.595 2.358 -0.22
C -1.816 0.642 0.878 0.409 6.664 -0.746 -0.19
C -0.865 1.443 1.601 -5.545 1.386 -6.392 0.00
C -1.049 2.852 1.082 3.377 -1.592 3.891 -0.30
C -2.030 3.382 0.315 0.757 4.029 1.296 0.26
O -2.141 4.824 0.198 -10.562 -11.689 -5.587 -0.48
C -1.312 5.445 0.729 12.171 13.171 5.915 -0.21
H -1.447 6.504 0.324 0.233 -0.407 0.679 0.17
H -1.078 5.708 1.823 -1.630 -1.306 -0.241 0.15
H -0.271 5.333 0.440 0.756 -0.861 -0.664 0.14
H -0.294 3.512 1.566 -0.787 -0.080 -0.711 0.25
C 0.201 0.877 2.357 2.721 1.591 1.755 -0.28
N 1.522 1.376 1.704 -7.604 -11.719 -5.578 -0.40
C 2.257 2.193 2.250 3.161 1.985 -1.717 0.58
O 1.800 2.811 3.112 -1.055 4.944 6.890 -0.61
C 3.455 2.498 1.518 4.199 -0.189 -2.461 -0.40
H 4.160 3.177 1.997 -0.320 -0.387 0.372 0.25
H 4.026 1.525 1.189 -1.097 2.038 0.371 0.23
Cl 3.005 3.495 0.016 0.272 -0.567 0.772 -0.07
C 1.667 0.436 0.515 -2.125 9.583 -7.182 -0.23
H 0.657 0.302 -0.372 2.240 0.650 3.809 0.28
C 2.375 -0.713 0.597 1.494 -5.709 2.309 -0.49
H 2.201 -1.116 1.579 -0.596 -1.021 0.757 0.20
H 3.371 -0.645 0.671 4.168 1.372 0.373 0.21
C 2.275 -1.792 -0.468 -5.214 5.305 -1.436 -0.20
C 3.141 -2.889 -0.398 -0.844 -4.076 -0.125 -0.12
C 4.441 -2.750 -0.665 4.172 -5.189 0.664 -0.17
C 5.481 -3.735 -0.603 -8.949 -2.686 1.263 -0.17
C 4.899 -5.050 -0.291 15.103 1.568 -0.182 -0.19
C 3.706 -5.213 -0.200 -13.183 -3.618 -0.130 -0.28
C 2.766 -4.210 -0.288 -5.537 -0.070 0.119 -0.10
H 1.451 -4.518 -0.289 4.528 0.944 0.133 0.21
H 3.234 -6.221 -0.249 0.668 0.546 0.728 0.22
H 5.578 -5.945 0.020 -0.853 1.672 -1.147 0.21
H 6.450 -3.609 -0.570 4.728 1.138 -0.269 0.20
H 4.848 -1.893 -0.707 2.358 6.790 -0.855 0.18
C 0.732 -2.005 -0.500 5.958 0.557 -5.218 -0.10
C 0.024 -1.989 -1.637 5.824 6.262 -8.722 -0.07
C -1.228 -2.090 -1.897 -4.466 -0.228 0.782 -0.28
C -1.869 -2.554 -0.793 -8.094 -1.246 -5.599 0.33
C -1.248 -3.006 0.203 0.099 -0.379 9.452 -0.30
C 0.021 -2.484 0.402 -0.581 -5.092 9.234 -0.17
H 0.610 -2.776 1.378 -1.605 0.674 -1.364 0.21
H -1.798 -3.169 1.214 0.671 -0.657 -2.112 0.24
O -3.393 -2.857 -0.932 8.298 -1.946 8.661 -0.55
C -4.153 -2.686 -1.886 -5.651 7.706 -5.663 0.19
C -4.140 -3.613 -3.039 0.799 -2.467 6.174 -0.63
H -4.465 -4.560 -2.626 0.172 -0.713 -0.491 0.20
H -3.220 -3.602 -3.441 3.447 -0.601 -1.300 0.21
H -4.737 -3.280 -3.694 -4.817 2.219 -5.002 0.20
C -5.632 -2.316 -1.199 0.702 -10.037 -11.170 -0.56
H -6.430 -2.239 -1.958 0.509 0.948 0.188 0.20
H -5.803 -3.329 -0.934 -0.695 -0.913 1.585 0.19
H -5.585 -1.726 -0.528 0.666 7.778 8.561 0.17
H -3.975 -1.600 -2.336 0.114 -1.276 0.014 0.09
H -1.964 -1.723 -2.561 0.522 0.445 -1.927 0.25
H 0.587 -1.228 -2.733 -1.000 -2.563 3.176 0.14
H 2.459 -1.158 -1.400 -0.025 -1.082 0.648 0.23
H 2.239 1.234 -0.386 -1.331 -2.398 2.481 0.22
H 0.170 -0.266 2.435 0.153 1.787 -0.004 0.23
H 0.232 1.477 3.295 -0.041 -1.308 0.110 0.28
H -1.830 -0.357 1.000 -0.392 -3.346 0.101 0.20
H -3.584 0.612 -0.361 1.284 1.254 -0.176 0.23
H -5.487 4.188 -1.678 1.573 1.505 1.402 0.18
H -4.499 4.681 -0.123 -0.813 1.337 1.836 0.17
```
Positions in Å, forces in eV/Å.

Output
Energy above the lowest of the compared OMol25 structures with the same formula, charge and spin = 22.121 eV
Multiplicity = 1
E = -52805.3962 eV
Total charge = 0